Record 1
DFT (ωB97M-V with the def2-TZVPD basis set) results for an isolated molecule of C20H18N4O2S in a non-equilibrium geometry.

Structure (XYZ):
```
45
C20H18N4O2S ωB97M-V with the def2-TZVPD basis set
O 3.7577 -1.6399 -0.4576
N 6.6662 1.9507 0.7091
N 6.7032 1.7703 -0.5717
N 1.2184 -0.2328 -0.1433
O 0.8439 3.6718 5.0467
S 5.5106 1.0339 1.4637
C 3.7062 -0.5134 -0.1690
C 4.9619 0.2993 0.0043
C 5.6910 0.8738 -1.0122
C 0.2383 0.4053 0.4405
C -1.0725 -0.1971 0.0371
C -1.2983 -1.1097 -0.9265
C 1.4545 1.7360 3.7659
C -0.2767 3.2371 2.9429
C 1.1914 0.9240 2.6192
C -0.3905 2.5264 1.7531
C -3.7906 -1.0808 -0.6571
C -2.8906 -2.3694 -2.4928
C -5.0437 -1.5306 -0.9859
C -4.1361 -2.9809 -2.7118
C 0.6631 2.9060 3.9079
C 0.3698 1.3414 1.5726
C -2.6576 -1.5319 -1.3989
C -5.2266 -2.5369 -1.9304
N 2.4870 0.0735 0.2472
C 5.4188 0.4739 -2.4385
C -6.5941 -3.0609 -2.3978
H 0.4496 3.2201 5.8001
H -1.8120 0.2226 0.7277
H -0.5339 -1.6123 -1.5185
H 2.3239 1.6860 4.4253
H -0.6926 4.1814 3.2438
H 1.8559 0.0595 2.6375
H -1.0112 2.7516 0.9424
H -3.7464 -0.3149 0.0661
H -1.9996 -2.4858 -3.1505
H -5.8876 -1.2239 -0.4241
H -4.2402 -3.6415 -3.5388
H 2.5887 0.9761 0.7606
H 5.2765 1.4652 -2.9706
H 6.2711 -0.0049 -2.8900
H 4.5140 -0.0850 -2.6243
H -6.8816 -4.0160 -1.9956
H -6.5781 -3.1864 -3.4508
H -7.4011 -2.4308 -2.2574
```

Calculated values
SMILES ... Cc1ccc(/C=C/C(=N/NC(=O)c2snnc2C)c2ccc(O)cc2)cc1

***

Record 2
DFT (ωB97M-V with the def2-TZVPD basis set) results for a structure of composition C20H18N4OPt in a non-equilibrium geometry.

Structure (XYZ):
```
44
C20H18N4OPt ωB97M-V with the def2-TZVPD basis set
Pt 0.6239 0.2211 -0.8260
C -0.5751 1.7902 4.9318
C -1.5276 2.7133 4.5304
C -1.8576 2.8194 3.1908
C -1.2379 1.9916 2.2573
C -0.2775 1.0552 2.6684
C 0.0500 0.9558 4.0006
N -1.6693 2.1886 0.9459
N -1.2217 1.5030 0.0220
C -1.7374 1.7312 -1.2762
C -2.9077 2.3711 -1.6116
C -3.2400 2.4230 -2.9578
C -2.4056 1.8310 -3.8960
C -1.2449 1.2120 -3.4678
N -0.9259 1.1738 -2.1720
H -0.3120 1.7134 5.9788
H -2.0131 3.3454 5.2608
H -2.5979 3.5300 2.8455
H 0.1851 0.4151 1.9337
H 0.7809 0.2311 4.3330
H -3.5244 2.8050 -0.8369
H -4.1467 2.9236 -3.2719
H -2.6438 1.8499 -4.9498
H -0.5565 0.7484 -4.1605
C -0.9276 -3.7527 -1.1077
C -0.0355 -2.5919 -0.8809
O -0.5473 -1.4504 -0.8378
C 1.4079 -2.7504 -0.6822
C 2.0964 -3.9038 -1.0342
C 3.4571 -4.0002 -0.7686
C 4.1325 -2.9597 -0.1438
C 3.4583 -1.7939 0.2118
C 2.1088 -1.7114 -0.0591
H -1.9634 -3.4314 -1.1597
H -0.7976 -4.4837 -0.3074
H -0.6560 -4.2466 -2.0446
H 1.5860 -4.7225 -1.5248
H 3.9912 -4.8998 -1.0430
H 5.1870 -3.0556 0.0789
H 3.9771 -0.9866 0.7100
H 1.5381 -0.8753 0.4172
N 2.3440 2.7319 -1.1179
C 1.7079 1.7894 -0.9757
H 2.9178 3.5523 -1.2029
```

Calculated values
Total charge ... +2

***

Record 3
DFT (ωB97M-V with the def2-TZVPD basis set) results for a structure of composition C20H18N9O6Rh in a non-equilibrium geometry.

Structure (XYZ):
```
54
C20H18N9O6Rh ωB97M-V with the def2-TZVPD basis set
Rh -1.4616 -1.0973 2.6427
O 0.8248 -1.0977 6.2819
C 0.0173 -0.9647 5.2628
O -0.8757 -1.7627 4.9659
C 0.2472 0.2101 4.4181
C 1.5804 0.6722 3.9602
C 1.4733 2.0619 3.3967
C 0.3143 2.4861 2.8421
C -0.7528 1.5438 2.7768
N -0.7395 0.4836 3.5596
C -2.0437 1.5482 1.9258
O -2.3585 2.5076 1.2756
O -2.6635 0.4255 2.0301
H 0.6361 -1.8745 6.8375
H 2.3944 0.5276 4.6735
H 2.3588 2.6755 3.4079
H 0.1918 3.4643 2.4073
N -1.9994 -3.1718 2.0283
N -0.7882 -3.8675 1.8479
C 0.4143 -3.3799 2.2565
N 1.4635 -4.1952 2.2826
N 0.4980 -2.0760 2.5342
N 1.6559 -1.5682 2.9851
O 1.8035 -0.2323 2.7688
O 2.4686 -2.1920 3.6843
H -2.4881 -3.4774 2.8870
H -2.6187 -3.3425 1.2325
H -0.8425 -4.8583 1.6359
H 1.3962 -5.1717 2.0460
H 2.3326 -3.8575 2.6943
N -0.9900 0.9955 -4.6598
C -0.3307 1.6948 -5.6413
C -0.4990 1.7954 -7.0081
C 0.4375 2.5544 -7.7138
C 1.5375 3.1441 -7.0845
C 1.7298 3.0347 -5.7237
C 0.7992 2.2758 -4.9886
N 0.7939 1.9041 -3.6995
C -0.2888 1.1610 -3.5080
C -0.5762 0.5482 -2.2281
C -1.7097 -0.2209 -1.9501
C -1.8430 -0.7854 -0.6926
N -0.9144 -0.6748 0.2514
C 0.1687 0.0579 -0.0003
C 0.3662 0.7003 -1.2046
H -1.8412 0.4710 -4.7855
H -1.2946 1.2794 -7.5239
H 0.3108 2.6811 -8.7783
H 2.2360 3.7100 -7.6806
H 2.5428 3.5327 -5.2193
H -2.4913 -0.3711 -2.6772
H -2.7349 -1.3419 -0.4384
H 0.9098 0.1325 0.7832
H 1.2431 1.3020 -1.3762
```

Calculated values
Total charge ... +2

***

Record 4
DFT (ωB97M-V with the def2-TZVPD basis set) results for a structure of composition C20H19BF6FeN2O6S.

Structure (XYZ):
```
56
C20H19BF6FeN2O6S ωB97M-V with the def2-TZVPD basis set
Fe 0.6196 0.4903 1.1684
O -6.0187 1.6599 3.4567
C -4.9847 1.7801 4.1361
O -4.8089 2.1054 5.3212
C -3.6747 1.4547 3.3624
C -3.7153 1.0803 2.0249
C -2.5421 0.7771 1.3608
N -1.3576 0.8310 1.9734
C -1.3048 1.2155 3.2573
C -2.4321 1.5286 3.9852
C 0.0958 1.2847 3.8150
O 0.3365 1.4917 4.9755
O 1.0181 1.0907 2.8838
H -4.6765 1.0314 1.5320
H -2.5318 0.4735 0.3213
H -2.3653 1.8261 5.0222
C 0.5192 0.8254 -5.4880
C 1.2399 0.4040 -4.2392
C 2.0446 1.3062 -3.5451
C 2.6441 0.9493 -2.3529
C 2.4559 -0.3347 -1.8604
C 1.6701 -1.2559 -2.5357
C 1.0713 -0.8799 -3.7273
S 3.0797 -0.7909 -0.2684
C 4.8142 -0.4236 -0.5000
O 2.6554 0.3171 0.6953
H 0.8309 1.8184 -5.8063
H -0.5558 0.8597 -5.3042
H 0.7001 0.1217 -6.3020
H 2.1532 2.3162 -3.9165
H 3.2039 1.6777 -1.7794
H 1.4931 -2.2352 -2.1098
H 0.4317 -1.5819 -4.2488
H 4.9293 0.5986 -0.8535
H 5.2204 -1.1345 -1.2179
H 5.2921 -0.5476 0.4698
C -0.8222 -2.3327 2.5422
C -0.1661 -2.4619 1.1678
O 0.3510 -1.2856 0.6872
C 0.9901 -3.4881 1.2772
F 0.5888 -4.6718 1.7694
F 1.5858 -3.7382 0.0992
F 1.9350 -3.0133 2.1051
C -1.2174 -2.9579 0.1475
F -2.2193 -2.0742 0.0601
F -0.7072 -3.0996 -1.0862
F -1.7535 -4.1398 0.4963
H -0.0985 -1.9120 3.2397
H -1.1541 -3.3016 2.9103
H -1.6767 -1.6633 2.4782
B -0.7195 3.3186 -2.3292
C -0.1869 2.4190 -1.1603
N 0.2248 1.7239 -0.3309
H -1.3142 4.2420 -1.8260
H -1.4420 2.6122 -2.9990
H 0.2510 3.6932 -2.9546
```

Calculated values
Expectation value of S² ... 8.76
2S+1 ... 6
Total charge ... -1

***

Record 5
DFT (ωB97M-V with the def2-TZVPD basis set) results for an isolated molecule of C20H19Cl2N5 in a non-equilibrium geometry.

Structure (XYZ):
```
46
C20H19Cl2N5 ωB97M-V with the def2-TZVPD basis set
N 5.0460 -1.5726 5.0363
Cl 5.6660 0.1029 1.9443
Cl -0.6867 0.3548 -3.7758
C 4.2841 -1.1932 4.2452
N -2.7645 2.3033 -1.9774
N -1.6366 2.7171 -1.3345
C -3.1200 1.1473 -1.4504
C -1.2994 1.8068 -0.4138
C -0.8730 -3.3050 -2.0680
C -0.0200 -3.1550 -0.9519
C -0.9979 -2.1913 -2.9207
C 1.9972 -0.7311 3.3804
C 1.1593 -0.2157 2.4160
C 3.0944 0.4243 1.1428
C 0.6615 -1.9551 -0.7395
C 3.9369 -0.0889 2.1277
C -0.3965 -0.9714 -2.6359
C 3.3895 -0.7144 3.2528
C 1.7155 0.3658 1.2462
C 0.4279 -0.8516 -1.5458
N -2.2369 0.8029 -0.4451
N 0.8931 0.8758 0.2425
C -4.3163 0.3738 -1.9073
C -2.3740 -0.3043 0.4808
C 1.1117 0.4776 -1.1829
C 0.5375 3.3077 0.5113
C -0.1392 1.9134 0.5680
H -1.4009 -4.2467 -2.2155
H 0.1089 -4.0020 -0.2895
H -1.6149 -2.2626 -3.8137
H 1.5549 -1.1619 4.2865
H 0.0841 -0.1907 2.5072
H 3.5199 0.9149 0.2890
H 1.3576 -1.9026 0.0891
H -4.6178 0.7692 -2.8684
H -5.1648 0.4365 -1.2331
H -4.0581 -0.6602 -2.0213
H -1.5633 -0.4307 1.1586
H -2.4839 -1.2343 -0.0607
H -3.2663 -0.1314 1.0853
H 2.1969 0.3829 -1.3907
H 0.7368 1.2700 -1.8204
H -0.2436 4.0911 0.6524
H 1.3178 3.3833 1.2866
H 0.9989 3.4951 -0.4556
H -0.5215 1.7562 1.5687
```

Calculated values
SMILES ... Cc1nnc([C@H](C)N(Cc2ccccc2Cl)c2ccc(C#N)c(Cl)c2)n1C

***

no.,calculated total energy (Eh)
1,-1540.48157
2,-1185.88647
3,-1826.96164
4,-3620.62349
5,-1967.67980